[1]
C14H21NPW as an isolated structure in a non-equilibrium geometry, computed with ωB97M-V with the def2-TZVPD basis set.

Atoms and positions in Å:
C  -3.41500  1.45704  -1.52514
C  -3.17466  2.76056  -2.04341
C  -2.81449  3.56194  -0.92213
C  -3.36214  2.94264  0.26139
C  -3.57541  1.58486  -0.05773
W  -0.57382  -0.89159  -0.48591
P  -0.82312  -1.41912  -2.72550
H  -3.47806  0.53728  -2.08686
H  -3.06487  2.99758  -3.10318
H  -2.35384  4.55186  -0.94134
H  -3.69970  0.78328  0.69362
H  -3.43169  3.37253  1.26609
H  0.29960  -1.64815  -3.60955
H  -1.64933  -0.72178  -3.68918
H  -1.48548  -2.70595  -2.88063
C  1.15579  -1.34040  2.65974
N  1.62447  -2.24936  1.57870
C  1.26039  -3.66381  1.78819
C  1.20226  -1.82557  0.11882
C  1.39672  -0.26687  -0.02197
C  2.74233  0.12697  0.04236
C  3.02617  1.48975  0.10101
C  2.03293  2.46286  0.09886
C  0.67763  2.12428  -0.03226
C  0.39074  0.77597  -0.17076
H  0.06227  -1.39645  2.69837
H  1.50711  -0.31074  2.47682
H  1.57487  -1.70806  3.60902
H  2.64529  -2.15496  1.53817
H  0.17427  -3.69476  1.81169
H  1.63366  -4.25206  0.94399
H  1.67032  -4.01358  2.73805
H  1.90821  -2.34574  -0.55252
H  0.15840  -2.38895  0.03064
H  3.50732  -0.65040  0.06567
H  4.07587  1.75792  0.17791
H  2.31192  3.51436  0.17319
H  -0.13692  2.84663  -0.02423

The relative energy (zero: lowest compared OMol25 entry of this formula, charge and spin) is 705.15 kJ/mol. Its frontier orbital gap (spin up / spin down) is 4.3888 / 4.0147 eV. Its multiplicity is 3. Its net charge is +1.

These are the Mulliken partial charges, in e, on atoms 1 to 8: -0.38 -0.86 -0.32 -0.55 -0.58 0.55 -0.25 0.63

***

[2]
A 14-piece molecular cluster, C56H147N7O28 overall in a non-equilibrium geometry, computed with ωB97M-V with the def2-TZVPD basis set.

Atoms and positions in Å:
C  -24.93670  -9.07796  4.15204
O  -23.76043  -9.69634  4.58356
C  -23.62915  -9.91128  6.01941
C  -22.44293  -10.74341  6.39290
N  -21.12468  -10.06332  6.38650
C  -20.58817  -9.92708  5.03059
C  -19.01023  -9.48670  5.20757
O  -18.87869  -8.20681  6.01729
C  -17.58054  -8.04977  6.38272
H  -24.85588  -8.93087  3.07504
H  -25.04027  -8.09559  4.61283
H  -25.82855  -9.61553  4.47410
H  -24.56639  -10.36424  6.34270
H  -23.56744  -8.95561  6.53998
H  -22.38974  -11.55429  5.66643
H  -22.62423  -11.14612  7.38942
H  -20.91816  -9.30812  7.02455
H  -21.18066  -9.18507  4.49536
H  -20.45842  -10.89636  4.54919
H  -18.63674  -9.23757  4.21433
H  -18.38454  -10.28539  5.60594
H  -17.24068  -8.76632  7.13049
H  -17.49659  -7.00299  6.67480
H  -16.92337  -8.12321  5.51622
C  -13.18069  -15.82453  10.07156
O  -13.66589  -17.16536  10.18189
C  -13.57939  -17.74356  11.45247
C  -14.09962  -19.12724  11.27412
N  -14.00738  -19.97703  12.33083
C  -14.81675  -19.72892  13.42983
C  -15.74002  -20.88741  13.89176
O  -15.56541  -21.91185  12.90820
C  -15.42368  -23.19998  13.41038
H  -13.33754  -15.23705  10.97620
H  -13.71311  -15.38067  9.23035
H  -12.14801  -15.67653  9.75571
H  -14.12373  -17.23166  12.24604
H  -12.52198  -17.76451  11.71620
H  -13.55711  -19.55904  10.43310
H  -15.09683  -19.01254  10.84926
H  -14.22289  -20.90819  12.00436
H  -15.53268  -18.93307  13.22448
H  -14.21453  -19.33869  14.25029
H  -16.78196  -20.57016  13.93456
H  -15.50224  -21.11477  14.93092
H  -14.67814  -23.14806  14.20385
H  -15.13001  -23.92989  12.65601
H  -16.32063  -23.66273  13.82203
C  -13.01234  -6.29428  8.43397
O  -12.46796  -5.01108  8.61720
C  -13.41668  -4.11090  9.05325
C  -13.05603  -3.93037  10.52943
N  -13.82925  -2.92603  11.27283
C  -13.84203  -3.19494  12.74638
C  -14.35862  -1.94929  13.41766
O  -14.59485  -2.29208  14.78110
C  -14.36972  -1.31852  15.80390
H  -12.14438  -6.95116  8.37689
H  -13.59345  -6.23049  7.51399
H  -13.48422  -6.78983  9.28240
H  -14.46538  -4.28626  8.81330
H  -13.30748  -3.10730  8.64218
H  -12.00045  -3.66702  10.59653
H  -13.20866  -4.93687  10.91899
H  -14.73012  -2.95013  10.81681
H  -13.02713  -3.64654  13.31215
H  -14.72431  -3.82857  12.83706
H  -15.33509  -1.57119  13.11491
H  -13.70115  -1.08746  13.30329
H  -13.36625  -1.42827  16.21512
H  -15.20209  -1.41949  16.50036
H  -14.46460  -0.31895  15.37968
C  -12.15643  -11.44382  10.36726
O  -12.85376  -10.24623  10.18756
C  -12.54831  -9.23863  11.15759
C  -13.69154  -9.03417  12.22314
N  -14.87949  -8.31653  11.65858
C  -16.04770  -8.29654  12.56986
C  -17.00013  -7.16665  12.04986
O  -18.09673  -7.71976  11.28195
C  -18.70284  -6.85807  10.34605
H  -12.28003  -12.07156  9.48478
H  -12.46816  -12.04297  11.22278
H  -11.07468  -11.31186  10.34448
H  -12.69097  -8.33464  10.56551
H  -11.53272  -9.37603  11.52879
H  -13.28256  -8.39401  13.00482
H  -13.99039  -9.98073  12.67349
H  -15.05450  -8.81411  10.79726
H  -15.60636  -7.91656  13.49124
H  -16.42909  -9.31762  12.56283
H  -16.41920  -6.37663  11.57394
H  -17.49184  -6.80130  12.95144
H  -19.64655  -7.14312  9.88101
H  -17.98115  -6.28553  9.76340
H  -19.12043  -6.19651  11.10503
C  -19.91869  -10.38297  -4.66458
O  -20.00111  -9.33008  -3.67153
C  -21.32994  -8.92846  -3.18219
C  -21.00110  -7.62548  -2.22819
N  -20.08846  -8.19479  -1.20399
C  -19.50554  -7.02192  -0.44129
C  -18.70516  -7.35473  0.80391
O  -17.99670  -6.33155  1.35523
C  -17.26598  -6.58854  2.57593
H  -18.97441  -10.58477  -5.17027
H  -20.59550  -10.16679  -5.49121
H  -20.25775  -11.34299  -4.27535
H  -21.73608  -9.81579  -2.69661
H  -21.78759  -8.77322  -4.15921
H  -21.88509  -7.17224  -1.77963
H  -20.45233  -6.92967  -2.86287
H  -19.39213  -8.82772  -1.57090
H  -20.40470  -6.43809  -0.24438
H  -18.87359  -6.38041  -1.05546
H  -17.94094  -8.07477  0.51132
H  -19.35131  -7.78642  1.56826
H  -16.45401  -7.31428  2.53004
H  -17.92674  -6.90159  3.38432
H  -16.86972  -5.66365  2.99502
C  -15.53272  -14.20146  6.47305
O  -15.23039  -15.13443  5.38096
C  -15.58409  -16.50938  5.55392
C  -14.86230  -17.35069  4.46663
N  -15.51445  -18.66843  4.07667
C  -14.77518  -19.61945  3.26467
C  -15.34410  -21.00303  2.87117
O  -15.67018  -21.86437  3.92093
C  -14.56452  -22.12783  4.75163
H  -15.73748  -14.74389  7.39606
H  -16.36265  -13.54572  6.20974
H  -14.62727  -13.62218  6.65387
H  -16.66122  -16.63480  5.66411
H  -15.08145  -16.78920  6.47975
H  -13.86913  -17.58928  4.84714
H  -14.66068  -16.76084  3.57247
H  -16.52373  -18.66595  4.03891
H  -13.74076  -19.74281  3.58536
H  -14.60572  -19.03434  2.36076
H  -14.60109  -21.49563  2.24395
H  -16.19974  -20.90535  2.20300
H  -14.92677  -22.62264  5.65277
H  -14.02341  -21.21303  4.99335
H  -13.97504  -22.95706  4.36047
C  -13.70775  -8.43445  1.32866
O  -12.98664  -7.23471  1.49562
C  -13.32457  -6.28051  0.48601
C  -12.57935  -4.86883  0.77303
N  -11.26553  -4.70781  0.21552
C  -10.60363  -3.61466  0.85632
C  -9.11228  -3.43360  0.41594
O  -8.93889  -2.57542  -0.72498
C  -9.21659  -3.07002  -2.07591
H  -13.19734  -9.17255  0.70995
H  -14.76224  -8.35563  1.06422
H  -13.84939  -8.78756  2.35011
H  -14.34447  -6.08435  0.15522
H  -12.91742  -6.76571  -0.40106
H  -12.42582  -4.90396  1.85159
H  -13.36725  -4.23619  0.36426
H  -11.48748  -4.49521  -0.74658
H  -10.57279  -4.09194  1.83578
H  -11.19373  -2.70099  0.92760
H  -8.69750  -4.44054  0.36991
H  -8.79992  -2.75232  1.20739
H  -8.91687  -4.11145  -2.19287
H  -8.65833  -2.53588  -2.84477
H  -10.26706  -3.03785  -2.36498
C  -15.27178  -12.06291  1.86214
C  -16.25652  -10.94573  1.55176
O  -16.54507  -10.00481  2.51884
O  -13.92230  -11.57986  2.12415
H  -15.21636  -12.77896  1.04220
H  -15.35579  -12.65111  2.77595
H  -17.14647  -11.43502  1.15594
H  -15.70576  -10.39944  0.78604
H  -15.99513  -10.22565  3.27409
H  -13.30618  -12.16357  2.57278
C  -11.60125  -15.16047  5.05393
C  -11.32900  -14.44602  3.73699
O  -12.55978  -14.29968  3.01884
O  -12.42981  -14.40746  6.09845
H  -10.64104  -15.38677  5.51748
H  -12.16614  -16.09141  5.00537
H  -10.66053  -15.01633  3.09201
H  -10.85004  -13.48599  3.92944
H  -13.29556  -14.25430  3.63378
H  -13.35480  -14.65653  6.03564
C  -9.63038  -7.49376  2.23414
C  -10.06364  -8.96556  1.87849
O  -10.56747  -9.73600  3.00801
O  -9.29918  -6.70841  1.12107
H  -8.90216  -7.55973  3.04250
H  -10.55428  -7.06986  2.62760
H  -9.29174  -9.42976  1.26465
H  -10.87881  -8.94338  1.15522
H  -11.15561  -10.43071  2.70296
H  -10.03509  -6.20913  0.75949
C  -17.05978  -11.56519  10.44608
C  -17.72254  -10.48884  9.48623
O  -16.90757  -9.26197  9.56094
O  -16.04692  -12.29117  9.83651
H  -17.75155  -12.32219  10.81555
H  -16.64518  -11.08030  11.32987
H  -18.66090  -10.11967  9.90011
H  -17.78323  -10.78584  8.43923
H  -17.33035  -8.61246  10.12750
H  -16.01423  -12.13488  8.88989
C  -9.30276  -14.45575  8.90801
C  -9.19683  -13.77005  7.46857
O  -10.34335  -12.98330  7.07640
O  -9.25395  -13.55324  9.94351
H  -8.58136  -15.25913  9.05721
H  -10.31057  -14.86944  8.87243
H  -9.13085  -14.56326  6.72388
H  -8.39592  -13.03070  7.46585
H  -11.02937  -13.54124  6.70266
H  -9.05544  -13.91280  10.81122
C  -8.92721  -8.70004  7.01062
C  -9.25098  -9.93715  7.87541
O  -10.60930  -10.45586  7.56297
O  -8.98832  -8.93224  5.56095
H  -7.93788  -8.36649  7.32380
H  -9.68925  -7.96071  7.25717
H  -9.08955  -9.76356  8.93933
H  -8.58157  -10.75175  7.59895
H  -10.56226  -11.41184  7.63709
H  -9.88699  -9.24564  5.43535
C  -13.68117  -10.29196  6.81769
C  -14.37393  -9.50716  5.65761
O  -15.15054  -10.46099  4.99864
O  -14.59808  -11.26319  7.44971
H  -13.33338  -9.67210  7.64407
H  -12.78824  -10.74989  6.39215
H  -13.66310  -9.13025  4.92223
H  -14.78528  -8.64702  6.18587
H  -15.02491  -11.20138  5.59667
H  -14.20347  -11.43883  8.30705

The relative energy (zero: lowest compared OMol25 entry of this formula, charge and spin) is 808.52 kJ/mol. Its frontier orbital gap is 8.6347 eV.

These are the Mulliken partial charges, in e, on atoms 1 to 8: -0.75 -0.26 -0.51 -0.89 -0.13 -0.75 0.20 -0.52

***

[3]
C4H9NO as an isolated structure in a non-equilibrium geometry, computed with ωB97M-V with the def2-TZVPD basis set.

Atoms and positions in Å:
C  -1.87098  0.69194  0.15248
N  -2.73040  -0.28259  -0.32518
H  -3.20075  -0.07619  -1.19725
H  -3.21898  -0.81810  0.38226
H  -1.58541  0.59018  1.19304
H  -2.09524  1.71122  -0.14608
H  -0.60676  0.72068  -0.48729
C  2.63211  -0.85055  -0.03691
C  1.22261  -0.42627  0.19826
C  0.80689  0.84366  0.02646
O  1.11613  1.99690  0.22273
H  0.46957  -1.19760  0.31925
H  3.23840  0.00475  -0.35028
H  3.08709  -1.28654  0.85796
H  2.73571  -1.62148  -0.80944

The relative energy (zero: lowest compared OMol25 entry of this formula, charge and spin) is 393.03 kJ/mol. Its frontier orbital gap is 8.2864 eV.

These are the Mulliken partial charges, in e, on atoms 1 to 8: -0.68 -0.40 0.21 0.22 0.38 0.36 0.13 -1.09

***

> The lowest relative energy (zero: lowest compared OMol25 entry of this formula, charge and spin) belongs to which entry?

C4H9NO

***

> Look up the relative energy (zero: lowest compared OMol25 entry of this formula, charge and spin) of the third one.

393.03 kJ/mol

***

> What is the relative energy (zero: lowest compared OMol25 entry of this formula, charge and spin) in the third record?

393.03 kJ/mol

***

> Which formula does entry 2 have?

C56H147N7O28